(1)
Entry from the Open Molecules 2025 dataset: a 2-piece molecular cluster, C5H12FP overall in a non-equilibrium geometry (the ωB97M-V functional and the def2-TZVPD basis).

The HOMO energy is -8.47 eV. The LUMO energy comes out at 0.70 eV. Its energy relative to the best compared isomer or geometry (same formula, charge and spin) is 369.06 kJ/mol. As for the spin multiplicity: 1. As for the gap between HOMO and LUMO: 9.17 eV.

The geometry in XYZ format:
```
19
Properties=species:S:1:pos:R:3:nbo_charge:R:1
C 3.32 0.55 -0.01 0.40
C 2.92 -0.77 0.42 -0.82
C -2.60 -0.08 1.23 -0.88
C -0.62 1.70 -0.45 -0.97
C -1.30 -1.05 -1.11 -0.92
F 4.63 0.79 0.13 -0.34
P -0.85 0.08 0.35 0.73
H 3.66 -1.16 1.09 0.22
H 3.04 -1.11 -0.53 0.26
H 1.87 -0.79 0.68 0.27
H -3.44 0.27 0.64 0.21
H -2.72 -1.15 1.54 0.23
H -2.53 0.56 2.06 0.21
H -0.86 2.47 0.31 0.24
H 0.50 1.59 -0.63 0.26
H -1.23 1.90 -1.39 0.23
H -2.31 -1.17 -1.36 0.22
H -0.72 -0.57 -1.96 0.22
H -0.79 -2.08 -1.00 0.23
```


(2)
Entry from the Open Molecules 2025 dataset: an isolated ion of composition C5H12IN2 and charge +1 in a non-equilibrium geometry (the ωB97M-V functional and the def2-TZVPD basis).

The HOMO energy is -13.63 eV. As for the SMILES: CC(C)(C)/C(N)=[NH+]/I. The LUMO energy comes out at -4.45 eV. The net charge is +1. Its energy relative to the best compared isomer or geometry (same formula, charge and spin) is 0.00 kJ/mol. As for the spin multiplicity: 1. As for the gap between HOMO and LUMO: 9.18 eV.

The geometry in XYZ format:
```
20
Properties=species:S:1:pos:R:3:nbo_charge:R:1
C -0.17 0.96 1.37 -0.59
C -0.06 0.05 0.14 -0.14
C -0.38 0.83 -1.15 -0.59
C -1.05 -1.11 0.29 -0.62
C 1.34 -0.49 0.04 0.61
N 1.64 -1.75 0.12 -0.71
N 2.41 0.45 -0.19 -0.78
I 4.40 0.00 -0.24 0.45
H -1.21 1.25 1.49 0.24
H 0.42 1.87 1.27 0.22
H 0.15 0.44 2.27 0.23
H -1.42 1.13 -1.13 0.24
H -0.23 0.20 -2.03 0.23
H 0.23 1.72 -1.26 0.22
H -2.06 -0.71 0.31 0.25
H -1.00 -1.79 -0.56 0.22
H -0.89 -1.66 1.22 0.22
H 0.91 -2.45 0.22 0.44
H 2.60 -2.07 0.04 0.43
H 2.17 1.43 -0.12 0.43
```


(3)
Entry from the Open Molecules 2025 dataset: C5H12IN2O4S2 as an isolated structure in a non-equilibrium geometry (the ωB97M-V functional and the def2-TZVPD basis).

The HOMO energy is -5.69 eV. The LUMO energy comes out at 2.44 eV. The net charge is -1. As for the spin multiplicity: 1. As for the gap between HOMO and LUMO: 8.13 eV.

The geometry in XYZ format:
```
26
Properties=species:S:1:pos:R:3:nbo_charge:R:1
C 1.01 -1.53 -2.88 -0.65
C -0.12 -2.23 -1.86 -0.25
N 0.32 -2.03 -0.43 -0.84
S -1.04 -1.86 0.67 2.15
O -2.40 -2.36 0.05 -0.91
O -0.76 -2.87 1.85 -0.95
N -1.17 -0.28 1.42 -1.05
S -1.37 1.00 0.25 2.05
O -2.84 1.19 -0.21 -0.93
O -0.51 0.86 -1.03 -0.97
C -0.83 2.60 1.09 -0.52
I -2.38 2.96 2.67 0.09
C 0.59 2.49 1.90 -0.45
C 1.63 1.36 1.33 -0.65
H 1.40 -2.27 -3.70 0.20
H 1.87 -1.11 -2.17 0.22
H 0.51 -0.55 -3.35 0.23
H -1.14 -1.67 -2.13 0.26
H -0.22 -3.40 -2.10 0.18
H 0.93 -2.83 -0.13 0.41
H -0.86 3.49 0.33 0.27
H 0.35 2.27 3.03 0.23
H 1.14 3.54 1.80 0.21
H 1.40 0.26 1.66 0.25
H 1.78 1.36 0.17 0.24
H 2.69 1.62 1.80 0.19
```


(4)
Entry from the Open Molecules 2025 dataset: C5H12IN3O2S as an isolated structure in a non-equilibrium geometry (the ωB97M-V functional and the def2-TZVPD basis).

The HOMO energy is -6.06 eV. The LUMO energy comes out at -0.93 eV. As for the spin multiplicity: 1. As for the gap between HOMO and LUMO: 5.13 eV.

The geometry in XYZ format:
```
24
Properties=species:S:1:pos:R:3:nbo_charge:R:1
N 0.01 -2.04 0.75 -0.87
C -0.39 -1.07 -0.10 0.64
N -1.75 -0.82 -0.20 -0.60
C -1.98 0.51 0.40 -0.25
C -0.93 1.54 -0.05 -0.46
C 0.04 1.03 -1.12 -0.24
N 0.45 -0.38 -0.94 -0.39
C 1.86 -0.55 -0.61 -0.49
S 2.46 0.39 0.81 1.99
O 3.86 0.11 0.88 -0.93
O 1.75 0.04 2.00 -0.94
H -0.34 -2.98 0.62 0.42
H 0.57 -1.89 1.58 0.44
H -1.96 -0.77 -1.21 0.41
H -3.00 0.80 0.17 0.27
H -1.97 0.36 1.48 0.23
H -0.44 1.95 0.84 0.22
H -1.47 2.38 -0.51 0.23
H -0.46 1.09 -2.09 0.22
H 0.89 1.71 -1.20 0.21
H 2.44 -0.19 -1.47 0.25
H 2.10 -1.61 -0.52 0.29
H 2.35 1.72 0.52 0.01
I -4.11 -1.33 -0.01 -0.66
```


(5)
Entry from the Open Molecules 2025 dataset: one molecule with the formula C5H12N in a non-equilibrium geometry (the ωB97M-V functional and the def2-TZVPD basis).

The HOMO energy (alpha / beta) is -2.90 / -7.48 eV. The LUMO energy (alpha / beta) comes out at 0.35 / 0.15 eV. Its energy relative to the best compared isomer or geometry (same formula, charge and spin) is 328.01 kJ/mol. As for the spin multiplicity: 2. As for the gap between HOMO and LUMO (alpha / beta): 3.25 / 7.63 eV. As for the expectation value of S²: 0.7530.

The geometry in XYZ format:
```
18
Properties=species:S:1:pos:R:3:nbo_charge:R:1
C 1.79 -0.35 -0.82 -0.32
C 0.54 -1.39 -0.64 -0.44
C -0.29 -0.86 0.53 -0.46
C -1.46 -0.16 0.39 -0.43
C -2.09 0.75 1.42 -0.65
N 1.14 1.05 -0.92 -0.75
H 2.40 -0.52 -1.70 0.18
H 2.52 -0.54 0.01 0.22
H 0.96 -2.36 -0.30 0.22
H -0.01 -1.62 -1.59 0.21
H 0.10 -1.00 1.59 0.19
H -2.04 -0.31 -0.53 0.17
H -2.66 0.21 2.19 0.20
H -2.58 1.63 0.98 0.21
H -1.31 1.25 2.01 0.17
H 1.11 1.48 0.07 0.41
H 0.10 1.05 -1.25 0.45
H 1.78 1.71 -1.45 0.41
```


(6)
Entry from the Open Molecules 2025 dataset: an isolated ion of composition C5H12N and charge +1 (the ωB97M-V functional and the def2-TZVPD basis).

The HOMO energy is -13.61 eV. As for the SMILES: C/C=C/CC[NH3+]. The LUMO energy comes out at -3.59 eV. The net charge is +1. Its energy relative to the best compared isomer or geometry (same formula, charge and spin) is 84.53 kJ/mol. As for the spin multiplicity: 1. As for the gap between HOMO and LUMO: 10.02 eV.

The geometry in XYZ format:
```
18
Properties=species:S:1:pos:R:3:nbo_charge:R:1
C -0.89 -1.29 2.22 -0.66
C 0.07 -0.45 1.45 -0.15
C -0.30 0.58 0.69 -0.26
C 0.54 1.40 -0.24 -0.46
C 0.34 0.97 -1.70 -0.22
N 0.40 -0.52 -1.82 -0.67
H -0.78 -1.13 3.29 0.25
H -0.77 -2.35 1.99 0.23
H -1.93 -1.18 1.95 0.22
H 1.13 -0.70 1.56 0.20
H -1.35 0.86 0.73 0.21
H 0.30 2.45 -0.16 0.26
H 1.61 1.32 -0.03 0.22
H 1.07 1.41 -2.37 0.24
H -0.63 1.28 -2.07 0.23
H -0.47 -0.92 -1.44 0.45
H 1.17 -0.89 -1.27 0.44
H 0.49 -0.83 -2.79 0.45
```